Record 1
This record from the OMol25 dataset describes C24H12Cl5N6Yb as an isolated structure. The level of theory is ωB97M-V/def2-TZVPD.

## Properties
Maximum force = 0.00408 Eh/bohr
HOMO level (alpha / beta) = -14.3624 / -14.3640 eV

The geometry in ORCA input format:
```
! wB97M-V def2-TZVPD RIJCOSX def2/J DEFGRID3
* xyz 2 2
H -1.60 -1.04 6.81
H -1.63 -1.21 4.38
Cl -0.04 0.16 -5.74
C 1.47 -0.17 6.27
H 2.52 0.00 4.43
C -0.53 -1.31 1.95
C -2.19 3.08 -3.02
Cl -2.99 4.12 -1.93
N 2.50 0.21 -1.61
C -0.87 1.34 -4.75
C -2.33 -2.43 -2.38
C 0.45 -0.62 4.16
C 1.56 -0.17 1.95
C 1.58 -0.28 0.57
H 5.32 1.80 -2.48
C 4.56 1.37 -1.85
H 2.36 0.35 2.45
H -1.38 -1.74 2.46
Cl -1.81 2.53 -6.99
C 3.44 0.75 -2.40
N -1.35 -1.95 -1.60
C 3.77 0.95 0.24
Cl -1.12 1.70 -0.86
C -3.49 -2.94 -1.83
Yb 0.36 -0.50 -2.36
C -1.65 2.36 -5.30
H -2.18 -2.41 -3.46
C -1.54 -1.96 -0.27
C 0.50 -0.70 2.68
Cl -3.27 4.48 -5.04
H 3.31 0.68 -3.47
N -3.69 -2.95 -0.52
C -0.71 -0.92 4.87
C -1.38 2.06 -2.57
N 4.71 1.48 -0.54
H -4.27 -3.34 -2.46
H -2.92 -2.47 1.32
C -0.70 -0.81 6.25
N 0.37 -0.45 6.95
C -0.46 -1.38 0.57
C -2.73 -2.46 0.25
C -2.31 3.23 -4.41
C 1.57 -0.23 4.89
C -0.71 1.18 -3.40
N 0.59 -0.89 -0.11
H 3.92 1.05 1.31
H 2.34 0.13 6.86
C 2.66 0.30 -0.28
*
```

=====

Record 2
This record from the OMol25 dataset describes C24H14Cl7N3O2Y as an isolated structure. The level of theory is ωB97M-V/def2-TZVPD.

## Properties
Maximum force = 0.01059 Eh/bohr
HOMO level = -3.5332 eV
Energy relative to the best compared isomer or geometry (same formula, charge and spin) = 0.0 kJ/mol

The geometry in ORCA input format:
```
! wB97M-V def2-TZVPD RIJCOSX def2/J DEFGRID3
* xyz -1 1
Cl -0.49 -1.06 3.41
Cl -5.76 -2.43 -0.63
C -4.87 -1.22 0.22
C 0.93 2.04 -2.09
C -1.37 2.56 -1.64
C 1.43 0.80 3.10
N 1.21 0.66 1.83
H -0.68 1.63 -3.45
H 3.26 -3.24 -6.27
C -1.01 3.07 -0.40
N 1.29 -2.82 -0.60
C 2.05 -1.86 -5.16
H 2.00 1.07 7.04
H 0.30 -0.53 6.11
C 1.76 -2.37 -2.84
H 3.70 -4.69 -4.32
C 3.08 -3.81 -4.21
Cl -5.65 1.79 2.74
C 0.89 0.10 5.46
H 0.61 3.40 0.99
C -2.72 -0.17 0.77
C -3.49 -1.12 0.12
Cl -2.54 1.89 2.49
C 2.36 1.70 3.73
H 2.31 2.47 -0.50
Cl -7.26 -0.37 1.17
H 2.74 -4.13 -2.11
C -4.82 0.67 1.72
Cl -2.64 -2.29 -0.87
O 0.57 -0.86 -1.48
C 0.72 0.03 4.10
C 1.83 0.99 5.97
O 0.75 -2.38 0.46
C 2.56 1.79 5.09
C 1.29 2.54 -0.85
C -3.44 0.71 1.58
Cl 3.28 2.75 2.67
C 0.32 3.06 0.00
Y -0.19 -0.27 0.62
C -0.40 2.05 -2.49
H 1.86 -1.22 -6.01
H 3.28 2.50 5.46
H -1.77 3.46 0.26
N 1.19 -2.01 -1.59
H -2.42 2.54 -1.94
H 1.69 1.61 -2.74
C 1.51 -1.54 -3.93
C 2.55 -3.50 -2.97
H 0.89 -0.67 -3.78
C -5.54 -0.30 1.03
C 2.84 -3.00 -5.31
*
```

=====

Record 3
This record from the OMol25 dataset describes C24H14F5O3PPdS2 as an isolated structure. The level of theory is ωB97M-V/def2-TZVPD.

## Properties
Maximum force = 0.01094 Eh/bohr
HOMO level = -8.2118 eV

The geometry in ORCA input format:
```
! wB97M-V def2-TZVPD RIJCOSX def2/J DEFGRID3
* xyz 0 1
S 0.52 2.05 2.48
C -2.97 -0.53 1.47
H 2.31 -1.27 -0.43
C -4.13 -1.12 1.96
C -1.92 -1.32 1.03
C -0.23 -2.82 -2.88
F 2.02 4.53 -5.24
C 1.34 -1.95 2.09
F -0.70 3.82 -0.62
S -0.42 1.24 -2.21
O 0.60 2.63 3.78
H -4.95 -0.50 2.30
H -1.22 -3.34 0.73
C 2.05 -2.41 -2.22
H -3.27 -4.38 1.61
O 1.23 2.67 1.37
H 2.63 -3.13 3.33
H -2.89 0.55 1.44
C -4.24 -2.50 2.01
C 0.19 2.86 -2.59
F 1.59 6.63 -3.57
C 0.81 -0.68 1.83
C -0.68 -2.13 -1.77
F 1.12 2.09 -4.62
F 0.22 6.25 -1.26
C 0.23 -1.59 -0.87
C 1.13 -2.97 -3.11
C 1.60 -1.72 -1.10
H 1.06 -2.79 1.47
C 2.06 0.19 3.70
H -0.94 -3.25 -3.58
C 1.35 4.35 -4.11
H 3.28 -1.21 4.76
C 0.88 3.09 -3.77
C 1.17 0.39 2.65
C -3.18 -3.30 1.57
H 1.49 -3.50 -3.98
H -5.14 -2.96 2.39
O -0.93 1.82 2.08
C 2.23 -2.14 3.14
C -0.01 3.96 -1.78
C -2.03 -2.71 1.08
Pd -0.72 1.56 0.01
H 2.30 1.03 4.34
P -0.38 -0.55 0.47
C 0.44 5.23 -2.08
C 2.59 -1.07 3.94
H -1.75 -2.01 -1.61
H 3.11 -2.51 -2.40
C 1.13 5.42 -3.26
*
```

=====

Record 4
This record from the OMol25 dataset describes C24H15Cl2N6O3S2Tc as an isolated structure. The level of theory is ωB97M-V/def2-TZVPD.

## Properties
Maximum force = 0.02334 Eh/bohr
HOMO level (alpha / beta) = -9.9714 / -9.9707 eV

The geometry in ORCA input format:
```
! wB97M-V def2-TZVPD RIJCOSX def2/J DEFGRID3
* xyz 1 4
C -2.35 1.61 -3.37
C -3.25 0.84 -4.21
C 0.96 1.17 3.55
N -1.04 -1.10 -1.25
H -1.04 4.66 -2.70
C -1.88 -3.24 -1.89
C -0.58 2.84 -1.68
N -0.79 1.54 -1.55
C 3.94 -1.72 1.38
H -1.87 -4.30 -1.72
Cl 4.40 1.39 -1.88
C -2.14 2.99 -3.48
H -2.23 1.42 1.02
O 1.30 -0.24 6.96
N -4.03 1.34 -5.16
C 5.34 -0.43 -0.12
H -2.21 -1.08 3.31
H -2.47 -0.18 1.07
H 6.07 -1.87 1.30
N -4.24 -1.10 -4.91
C 0.07 1.32 2.50
H 6.32 -0.17 -0.48
S -4.83 0.10 -5.80
H 1.85 1.78 3.64
O 2.44 -1.50 5.20
H 0.15 3.28 -1.01
S 2.00 -0.20 5.70
H 0.25 2.08 1.73
C -1.24 3.61 -2.63
C 0.73 0.19 4.50
H -3.28 -3.27 -3.52
C -0.43 -0.59 4.44
C -1.66 0.92 -2.39
N -1.75 0.54 1.14
C -1.33 -0.44 3.40
H 3.81 -2.43 2.19
C -1.03 0.48 2.41
C 2.95 -0.13 -0.20
C -1.79 -0.53 -2.23
C -3.37 -0.56 -4.06
C 4.23 0.20 -0.65
Cl 1.22 -1.34 1.41
C 5.19 -1.38 0.89
C 2.86 -1.08 0.82
C -1.08 -2.42 -1.09
O 2.96 0.87 5.53
C -2.65 -2.67 -2.88
H -2.67 3.55 -4.23
H -0.47 -2.83 -0.30
H -0.59 -1.33 5.21
N 1.78 0.42 -0.69
C -2.61 -1.28 -3.06
Tc 0.07 0.28 -0.13
*
```